Record 1
Density functional theory data (wB97M-V/def2-TZVPD) for a cluster of 9 separate species, C6H29NO9 in total at a distorted geometry.

The geometry in XYZ format:
```
45
Properties=species:S:1:pos:R:3:forces:R:3
N -0.494 -0.855 1.152 -0.086 -2.256 -0.438
C 0.120 -1.962 1.931 0.111 0.450 0.338
C 1.115 -2.832 1.152 0.979 0.687 -0.301
C 2.053 -2.088 0.140 1.375 -1.219 1.743
C 1.340 -1.760 -1.118 0.991 0.892 -0.741
C 1.246 -0.492 -1.550 0.231 0.436 -0.928
C 0.456 -0.160 -2.752 -4.160 -0.592 -0.788
O -0.957 0.234 -2.297 1.092 0.065 -0.830
H -0.879 -0.238 1.844 0.521 0.771 -0.221
H 0.201 -0.539 0.477 -0.686 0.877 0.686
H 0.698 -1.496 2.782 -0.728 -0.698 -0.519
H -0.730 -2.586 2.271 0.718 0.167 0.322
H 0.686 -3.636 0.580 -0.719 -0.291 -0.152
H 1.776 -3.322 1.865 -0.126 -0.025 0.245
H 3.012 -2.689 0.116 -1.339 -0.436 -1.163
H 2.637 -1.284 0.595 -1.112 1.082 0.070
H 0.910 -2.578 -1.741 0.227 0.703 0.687
H 1.662 0.435 -1.102 -0.021 -1.088 0.474
H 0.682 0.568 -3.536 1.006 0.214 0.720
H 0.071 -1.018 -3.307 1.513 -0.695 -0.103
H -1.485 -0.223 -2.997 -0.099 0.607 1.218
O 2.508 3.721 1.560 0.095 0.118 -0.246
H 2.298 4.163 0.732 0.093 0.137 0.060
H 2.014 2.900 1.503 -0.292 -0.294 0.323
O -0.895 2.484 3.929 -1.551 0.172 -0.864
H -1.160 2.898 3.080 1.035 0.232 0.331
H -1.711 1.971 4.030 0.315 -0.194 0.759
O -3.008 -1.650 -2.886 -0.168 0.280 0.373
H -2.793 -1.845 -1.964 0.451 -0.646 0.136
H -3.670 -0.974 -2.709 -0.296 0.329 -0.523
O -2.664 -2.871 0.115 -0.636 -0.070 -0.084
H -2.116 -2.133 0.419 0.164 0.318 0.192
H -3.545 -2.782 0.524 0.699 0.050 -0.208
O -0.555 2.334 0.827 -0.067 0.267 -0.590
H -0.016 2.062 0.070 -0.157 0.191 0.132
H -0.964 1.508 1.087 -0.008 -0.209 0.096
O 3.721 1.211 -2.729 -0.391 -0.954 0.506
H 3.405 0.364 -2.321 0.350 1.182 -0.727
H 2.997 1.530 -3.284 0.127 -0.227 0.153
O -3.557 1.557 -1.179 -0.110 0.124 -0.129
H -2.723 1.984 -1.413 -0.009 -0.190 -0.012
H -3.341 1.024 -0.412 0.113 -0.089 0.083
O 1.065 1.147 2.743 1.867 -0.428 1.339
H 1.920 0.904 3.153 0.165 -0.474 -1.159
H 0.782 1.549 3.573 -1.479 0.723 -0.262
```
Forces are in eV/Å.

Summary:
Multiplicity: 1
HOMO: -0.358 Eh
Maximum force: 4.275 eV/Å
Charge: 0
SMILES: NCCC/C=C/CO.O.O.O.O.O.O.O.O
E_LUMO: 0.019 eV

Record 2
Density functional theory data (wB97M-V/def2-TZVPD) for the molecule C6H2Cl2N2 at a distorted geometry.

The geometry in XYZ format:
```
12
Properties=species:S:1:pos:R:3:forces:R:3
N -0.796 -3.400 -1.021 -0.243 1.099 -0.117
C -1.087 -2.280 -0.892 0.842 -1.276 0.409
C -1.486 -0.994 -0.523 2.808 5.175 -0.003
Cl -3.146 -0.650 -0.895 0.852 0.171 0.442
C -0.358 0.316 -0.343 -3.049 -5.438 -0.250
C -0.215 1.395 0.584 1.226 2.156 0.820
C 0.947 0.312 0.428 -1.122 0.285 -0.013
Cl 1.381 -0.900 1.617 -0.629 -0.058 0.116
C 2.167 0.848 -0.112 -0.230 0.184 -0.697
N 3.107 1.316 -0.574 0.150 0.029 0.054
H 0.237 2.370 0.206 -0.787 -1.247 0.032
H -0.751 1.668 1.525 0.181 -1.080 -0.792
```
Forces are in eV/Å.

Summary:
Multiplicity: 1
HOMO (spin up / spin down): -0.360 / -0.362 Eh
Maximum force: 6.239 eV/Å
Charge: 0
SMILES: N#C/C(Cl)=C1/C[C@]1(Cl)C#N
E_LUMO (spin up / spin down): -1.849 / -2.036 eV